107
Properties=species:S:1:pos:R:3:mulliken_spin:R:1 method="wB97M-V/def2-TZVPD" e_lumo_ev="-3.5 / -2.8" s_squared=8.760 total_charge=+1 multiplicity=6
Sm -0.84 -0.57 1.51 5.040
C 0.73 2.72 4.62 0.001
C 0.08 3.38 3.41 -0.001
C 1.17 3.64 2.33 0.000
C -1.16 2.68 2.89 -0.003
C -1.59 1.41 3.31 -0.005
C -2.79 0.93 2.82 0.012
C -3.55 1.59 1.86 0.006
C -4.89 1.06 1.44 -0.001
C -3.11 2.85 1.40 -0.001
C -1.90 3.35 1.88 -0.001
H 1.58 3.27 5.01 0.000
H 1.14 1.71 4.45 0.000
H 0.06 2.72 5.49 0.000
H -0.30 4.40 3.64 0.000
H 1.47 2.66 1.95 0.000
H 2.05 4.06 2.89 0.000
H 0.72 4.27 1.65 0.000
H -1.01 0.87 4.12 -0.002
H -3.16 0.08 3.34 -0.002
H -5.10 1.28 0.37 0.000
H -5.61 1.62 2.07 0.000
H -4.93 0.01 1.72 0.000
H -3.65 3.48 0.67 0.000
H -1.65 4.38 1.62 0.000
Cl 0.25 -3.17 0.70 -0.003
C -0.39 -3.57 2.29 -0.002
C -1.10 -2.60 2.91 -0.010
C -1.67 -3.01 4.10 0.000
Cl -2.72 -1.87 4.88 -0.001
C -1.41 -4.26 4.72 -0.002
Cl -2.04 -4.60 6.26 0.000
C -0.65 -5.17 4.04 0.001
Cl -0.43 -6.71 4.71 0.000
C -0.13 -4.81 2.79 0.000
Cl 0.80 -6.03 1.91 0.000
C 10.18 1.91 0.27 0.000
C 8.77 1.44 0.48 0.000
O 7.93 1.58 -0.36 0.000
S 8.45 0.85 2.12 0.000
C 6.69 0.61 2.04 0.000
C 5.86 1.71 2.30 0.000
C 4.47 1.60 2.20 0.001
C 4.00 0.38 1.77 0.000
C 4.81 -0.72 1.49 -0.001
C 6.17 -0.61 1.66 0.000
C 2.55 0.27 1.76 -0.003
C 1.36 0.17 1.64 -0.023
H 10.88 1.58 1.00 0.000
H 10.26 2.99 0.12 0.000
H 10.48 1.40 -0.64 0.000
H 6.31 2.63 2.61 0.000
H 3.81 2.45 2.45 0.000
H 4.41 -1.66 1.26 0.000
H 6.83 -1.46 1.46 0.000
C 1.29 -2.78 -4.25 0.000
C 1.81 -1.43 -3.70 0.000
C 1.06 -0.93 -2.40 0.001
C -0.44 -1.21 -2.57 -0.005
C -0.74 -2.71 -2.69 0.000
C 0.46 -3.53 -3.17 0.000
P -1.52 -0.36 -1.34 0.000
C -1.65 1.46 -1.69 0.001
C -0.45 2.18 -1.12 -0.004
C -0.42 3.66 -1.57 0.000
C -0.27 3.71 -3.11 0.000
C -0.69 2.39 -3.82 0.000
C -1.91 1.83 -3.17 0.000
C -3.23 -1.06 -1.57 -0.007
C -3.63 -1.22 -3.04 0.001
C -4.52 -2.43 -3.37 0.000
C -5.52 -2.63 -2.22 0.000
C -4.83 -2.91 -0.87 0.001
C -3.39 -2.38 -0.79 0.005
H 2.12 -3.43 -4.54 0.000
H 0.70 -2.70 -5.18 0.000
H 1.86 -0.69 -4.46 0.000
H 2.81 -1.51 -3.38 0.000
H 1.14 0.18 -2.24 0.002
H 1.36 -1.50 -1.48 0.001
H -0.71 -0.73 -3.54 0.000
H -1.57 -2.91 -3.33 0.000
H -0.99 -3.07 -1.68 -0.001
H 0.22 -4.58 -3.40 0.000
H 1.14 -3.68 -2.32 0.000
H -2.53 1.73 -1.13 0.003
H 0.50 1.69 -1.38 0.002
H -0.53 2.20 -0.04 0.004
H 0.38 4.21 -1.05 0.000
H -1.35 4.09 -1.17 0.000
H 0.75 4.05 -3.39 0.000
H -0.95 4.51 -3.50 0.000
H 0.07 1.70 -3.73 0.000
H -0.90 2.61 -4.89 0.000
H -2.25 0.96 -3.75 0.000
H -2.75 2.56 -3.22 0.000
H -4.00 -0.42 -1.07 -0.001
H -2.75 -1.31 -3.75 0.000
H -4.16 -0.27 -3.27 0.000
H -3.89 -3.34 -3.53 0.000
H -5.01 -2.15 -4.29 0.000
H -6.33 -3.35 -2.44 0.000
H -6.04 -1.68 -2.07 0.000
H -4.87 -3.97 -0.72 0.000
H -5.51 -2.51 -0.03 0.000
H -2.73 -3.08 -1.22 0.001
H -3.12 -2.37 0.28 -0.002